Density functional theory data (ωB97M-V/def2-TZVPD) for C18H35NO in the gas phase.

The geometry in XYZ format:
```
55
Properties=species:S:1:pos:R:3:forces:R:3:mulliken_charge:R:1
C -7.5604 -2.8373 -0.8249 -0.03 0.07 0.25 -1.290
C -7.2688 -1.8767 0.3216 0.13 0.02 -0.33 -0.381
C -6.3264 -0.7533 -0.1043 -0.14 -0.06 0.47 -0.510
C -6.0275 0.2076 1.0446 0.01 0.19 -0.33 -0.763
C -5.1822 1.4108 0.6249 0.10 -0.32 0.19 -0.719
C -3.7495 1.0434 0.2439 -0.17 0.43 0.01 -0.346
C -2.9233 2.2826 -0.0954 0.12 -0.31 -0.20 -0.901
C -1.5151 1.9524 -0.5919 -0.11 0.08 0.31 -0.480
C -0.6055 1.4008 0.5045 0.16 0.11 -0.26 -0.741
C 0.8318 1.1817 0.0313 -0.22 -0.22 0.05 -0.460
C 0.9758 -0.0210 -0.8985 0.32 0.22 0.05 -0.227
C 2.4043 -0.1650 -1.4289 -0.29 0.11 -0.23 -1.377
N 3.3889 -0.3092 -0.3745 -0.25 -0.03 -0.14 0.489
C 3.4628 -1.5855 0.2996 0.25 -0.30 0.00 -0.965
C 4.7264 -2.3775 -0.0539 -0.05 -0.05 0.32 -0.746
C 5.9419 -1.9504 0.7630 0.05 0.05 -0.34 -0.678
C 6.3458 -0.4973 0.5312 -0.03 -0.16 0.26 -0.572
C 5.2726 0.5099 0.9562 0.17 0.21 -0.16 -0.869
C 4.2221 0.7261 -0.1176 0.18 0.05 0.36 0.760
O 4.1499 1.7801 -0.7236 0.09 0.37 -0.12 -0.674
H -6.6405 -3.2950 -1.1828 0.07 -0.08 -0.08 0.325
H -8.2338 -3.6280 -0.5020 -0.06 -0.12 -0.06 0.390
H -8.0243 -2.3095 -1.6555 -0.05 0.01 -0.12 0.316
H -8.2063 -1.4455 0.6804 0.00 0.01 0.10 0.328
H -6.8203 -2.4277 1.1517 -0.03 0.02 0.09 0.324
H -6.7797 -0.1976 -0.9289 0.02 0.03 -0.11 0.278
H -5.3970 -1.1928 -0.4705 0.04 -0.01 -0.11 0.274
H -5.5149 -0.3327 1.8443 -0.02 -0.02 0.10 0.309
H -6.9752 0.5716 1.4497 -0.03 -0.06 0.08 0.392
H -5.6638 1.9113 -0.2187 -0.03 0.09 -0.02 0.342
H -5.1505 2.1224 1.4540 -0.01 0.10 -0.03 0.359
H -3.7576 0.3786 -0.6217 0.06 -0.11 -0.03 0.238
H -3.2890 0.5073 1.0755 0.03 -0.12 0.02 0.246
H -3.4452 2.8445 -0.8743 -0.06 0.07 0.04 0.372
H -2.8554 2.9270 0.7843 -0.03 0.09 0.03 0.373
H -1.0611 2.8626 -0.9910 0.07 -0.01 -0.08 0.349
H -1.5906 1.2342 -1.4105 0.02 0.01 -0.12 0.235
H -0.5970 2.1103 1.3354 -0.07 -0.01 0.08 0.299
H -1.0046 0.4561 0.8791 -0.04 -0.04 0.12 0.248
H 1.4720 1.0272 0.9029 0.08 0.05 -0.01 0.256
H 1.1918 2.0762 -0.4795 0.08 0.07 0.02 0.346
H 0.6783 -0.9279 -0.3649 -0.09 -0.06 -0.02 0.214
H 0.3148 0.0898 -1.7587 -0.07 -0.09 -0.05 0.313
H 2.6749 0.7361 -1.9838 -0.04 -0.19 -0.01 0.487
H 2.4702 -1.0294 -2.0988 0.04 0.04 0.01 0.335
H 2.5850 -2.1585 -0.0041 0.01 0.09 0.08 0.430
H 3.4067 -1.4486 1.3850 -0.09 -0.08 -0.03 0.417
H 4.9340 -2.2521 -1.1186 -0.05 -0.06 -0.07 0.338
H 4.5366 -3.4375 0.1283 -0.01 -0.04 -0.05 0.327
H 6.7849 -2.5961 0.5058 0.00 -0.03 0.08 0.343
H 5.7279 -2.0981 1.8250 0.02 -0.03 0.06 0.287
H 6.5827 -0.3426 -0.5238 0.09 0.03 -0.03 0.353
H 7.2548 -0.2996 1.1039 0.00 0.04 -0.07 0.331
H 5.7376 1.4837 1.1186 -0.17 -0.06 -0.01 0.360
H 4.8075 0.1944 1.8920 -0.01 -0.01 0.07 0.317
```
Forces are in eV/Å.

Computed properties:
**SMILES string**: CCCCCCCCCCCCN1CCCCCC1=O
**Frontier orbital gap**: 9.860 eV
**Charge**: 0
**E_tot**: -836.88579 Eh
**HOMO**: -8.98 eV

Density functional theory data (ωB97M-V/def2-TZVPD) for 2 unconnected molecules or ions with the total composition CH4IN2 at a distorted geometry.

The geometry in XYZ format:
```
8
Properties=species:S:1:pos:R:3:forces:R:3:mulliken_charge:R:1
C 1.1512 0.3020 0.0109 -3.13 0.16 -0.36 0.367
N 2.3826 0.2171 -0.3722 0.70 -1.33 0.07 -0.383
N -0.0100 0.3362 0.1418 2.32 -0.35 -0.21 0.040
I -4.3623 0.0385 -0.1104 0.22 0.16 -0.11 -0.032
H 2.6407 -0.7278 -0.7599 -0.18 1.34 0.43 0.323
H 3.1349 0.7473 0.0759 -0.43 -0.09 -0.13 0.308
H -3.9038 -1.1393 0.8650 -0.03 -0.19 0.15 0.108
H -1.0333 0.2261 0.1490 0.53 0.31 0.16 0.269
```
Forces are in eV/Å.

Computed properties:
**Frontier orbital gap**: 8.303 eV
**Charge**: +1
**E_tot**: -447.39600 Eh
**HOMO**: -13.11 eV

Density functional theory data (ωB97M-V/def2-TZVPD) for a molecular structure, C34H35Cl2N6NdO5 at a distorted geometry.

The geometry in XYZ format:
```
83
Properties=species:S:1:pos:R:3:forces:R:3:mulliken_charge:R:1
Nd -1.0278 0.4884 -0.4197 2.17 -1.02 1.97 0.843
C 0.1544 3.3153 1.0843 0.35 0.29 -0.05 -0.886
O -0.6240 2.1592 1.3886 -0.13 0.17 0.21 -0.055
C -1.8033 2.5287 2.1136 -0.62 -0.25 0.32 -0.704
C -2.4421 1.2616 2.6715 0.35 0.52 0.06 -0.695
O -2.6471 0.3644 1.5847 0.03 0.08 0.11 0.077
C -3.2330 -0.8680 1.9882 -0.15 -0.68 -0.35 -0.672
C -3.6098 -1.6113 0.7134 -0.04 0.29 0.44 -0.614
O -2.4376 -1.7697 -0.0831 -0.01 0.15 0.22 0.085
C -2.7030 -2.6663 -1.1675 0.03 -0.16 -0.30 -0.761
H 0.5688 3.7434 2.0029 -0.03 -0.09 -0.11 0.267
H 0.9759 2.9979 0.4372 -0.06 0.09 0.04 0.343
H -0.4583 4.0721 0.5842 0.07 -0.11 -0.01 0.334
H -1.5334 3.1950 2.9432 -0.04 -0.11 -0.15 0.618
H -2.5018 3.0427 1.4351 0.22 -0.09 0.17 0.224
H -1.7882 0.7920 3.4194 -0.12 0.05 -0.11 0.344
H -3.3937 1.5141 3.1555 0.08 -0.05 -0.13 0.460
H -2.5158 -1.4552 2.5811 -0.07 0.14 -0.08 0.310
H -4.1300 -0.6869 2.5928 0.11 0.02 -0.10 0.439
H -4.0380 -2.5932 0.9534 0.07 0.17 0.02 0.549
H -4.3577 -1.0264 0.1541 0.10 -0.16 0.05 0.161
H -2.8589 -3.6798 -0.7850 0.05 0.12 0.03 0.270
H -3.5922 -2.3498 -1.7186 0.06 0.05 0.04 0.314
H -1.8500 -2.6481 -1.8431 -0.03 0.00 0.07 0.220
N 0.5557 1.9428 -4.7444 0.15 0.24 0.17 0.075
C 0.5656 1.9614 -3.4127 0.15 0.26 -0.23 -0.922
N 0.4009 0.9179 -2.6475 -0.21 -0.30 0.05 -0.338
C 0.2939 -0.3295 -3.2690 0.36 -0.07 0.78 0.670
N 0.3466 -1.4301 -2.5767 -0.11 -0.70 -1.06 -1.210
N 0.3288 -1.3001 -1.2360 0.85 -0.77 0.54 0.587
C 0.7828 -2.2605 -0.5068 -0.20 0.40 -0.90 -0.572
C 0.7595 -2.0844 0.9310 0.12 -0.02 0.91 0.988
C 1.1748 -3.1080 1.7863 -0.14 0.38 -0.43 -1.052
C 1.2751 -2.8498 3.1420 -0.09 0.31 0.11 -0.383
C 0.9984 -1.5679 3.5924 0.06 -0.18 -0.16 -1.078
C 0.5665 -0.6151 2.6789 -0.03 0.04 0.10 -0.209
N 0.4031 -0.8570 1.3811 0.35 -0.45 0.07 0.198
C 0.1978 -0.4137 -4.7071 0.00 0.37 -0.47 0.723
C -0.0173 -1.6242 -5.3746 0.01 0.19 -0.06 -0.434
C -0.1186 -1.6406 -6.7482 -0.02 0.00 0.10 -0.900
C -0.0126 -0.4527 -7.4744 0.08 0.03 0.15 -0.651
C 0.2110 0.7517 -6.8362 -0.04 0.00 0.09 -0.680
C 0.3204 0.7743 -5.4493 -0.17 -0.97 0.05 0.171
H 0.6832 2.8016 -5.2695 -0.02 0.07 0.22 0.168
H 0.7385 2.9236 -2.9421 -0.04 -0.13 -0.15 1.011
H 1.2385 -3.1562 -0.9259 -0.15 0.06 -0.17 0.430
H 1.4333 -4.0737 1.3805 0.02 -0.09 -0.05 0.469
H 1.5894 -3.6128 3.8375 0.05 -0.10 0.00 0.482
H 1.1406 -1.3112 4.6283 -0.06 0.10 0.13 0.463
H 0.3718 0.4014 2.9959 -0.07 -0.01 0.03 0.690
H -0.0968 -2.5243 -4.7869 -0.01 -0.10 0.00 0.496
H -0.2833 -2.5730 -7.2672 -0.01 -0.03 -0.02 0.446
H -0.0953 -0.4848 -8.5493 -0.01 0.07 -0.11 0.455
H 0.2891 1.6711 -7.3944 0.04 0.13 -0.12 0.529
Cl -1.1845 4.3560 -2.1571 0.24 0.33 -0.05 0.033
C -1.1215 4.5399 -3.8873 -0.13 -0.04 -0.25 0.418
C -0.1288 5.3021 -4.4791 -0.07 0.00 0.11 -0.638
C -0.0611 5.3884 -5.8617 0.01 -0.11 -0.04 -0.642
C -0.9525 4.6740 -6.6485 -0.01 -0.06 0.04 -0.580
C -1.9339 3.9037 -6.0489 -0.12 0.00 0.15 0.500
Cl -3.0358 2.9846 -7.0333 0.14 0.14 0.10 -0.193
C -2.0769 3.8554 -4.6530 0.26 0.10 -0.22 -0.650
N -3.0785 3.1252 -4.0443 -0.06 -0.64 -0.04 0.051
C -3.9487 3.7636 -3.1269 -0.60 0.34 0.25 0.320
C -4.1003 5.1461 -3.1272 -0.06 -0.18 -0.09 -0.251
C -4.9373 5.7584 -2.2150 -0.01 -0.05 -0.01 -0.894
C -5.6489 4.9961 -1.3056 -0.01 0.04 0.07 -0.875
C -5.5148 3.6195 -1.3129 0.00 0.03 -0.14 -0.929
C -4.6734 2.9905 -2.2179 -0.06 0.07 -0.16 0.614
C -4.4898 1.5000 -2.1945 0.28 0.23 0.07 -1.054
C -3.1023 1.1857 -1.6699 -1.65 0.38 -1.32 1.182
O -2.4694 0.1796 -2.0868 -0.55 -0.52 -0.90 -0.675
O -2.5932 1.9380 -0.7951 -1.02 1.47 0.14 -0.319
H 0.5817 5.8300 -3.8650 0.07 0.10 0.13 0.498
H 0.6828 6.0130 -6.3296 0.10 0.04 -0.02 0.438
H -0.9103 4.7380 -7.7246 0.01 -0.04 -0.10 0.514
H -3.5414 2.4768 -4.6741 0.06 0.17 0.07 0.465
H -3.5718 5.7421 -3.8563 0.06 0.07 -0.05 0.472
H -5.0462 6.8294 -2.2337 -0.04 0.18 0.02 0.455
H -6.3142 5.4715 -0.6048 -0.10 0.06 0.12 0.446
H -6.0805 3.0210 -0.6140 -0.07 -0.08 0.08 0.429
H -4.6201 1.0413 -3.1765 0.05 -0.13 0.14 0.332
H -5.2192 1.0570 -1.5110 0.04 -0.08 -0.03 0.441
```
Forces are in eV/Å.

Computed properties:
**Frontier orbital gap (alpha / beta)**: 6.591 / 6.595 eV
**Charge**: +2
**2S+1**: 4
**E_tot**: -3502.83444 Eh
**HOMO (alpha / beta)**: -12.61 / -12.61 eV